A molecular structure, C19H15BrFeN2O2S, computed with wB97M-V/def2-TZVPD.

```
! RIJCOSX wB97M-V def2-TZVPD def2/J DEFGRID3
* xyz 0 1
Fe -0.453 0.032 0.000
C -2.391 -1.013 0.564
C -1.323 -1.895 0.322
C -0.495 -1.871 1.472
C -1.204 -1.196 2.516
C -2.328 -0.646 1.959
H -3.233 -0.819 -0.082
H -1.125 -2.466 -0.567
H 0.435 -2.408 1.577
H -0.839 -1.038 3.518
H -3.052 -0.020 2.460
S 3.825 -0.174 0.942
C 3.588 -1.202 -0.405
C 2.295 -1.206 -0.837
C 1.446 -0.352 -0.064
C 2.160 0.245 0.935
C 1.459 1.078 1.890
C 2.060 1.848 2.882
C 1.267 2.658 3.669
C -0.103 2.690 3.441
C -0.622 1.877 2.453
N 0.126 1.065 1.711
H 4.423 -1.751 -0.812
H 1.963 -1.805 -1.674
H 3.134 1.821 3.010
H 1.712 3.273 4.440
H -0.758 3.331 4.013
H -1.678 1.869 2.228
O -1.370 1.566 -0.486
O -0.056 1.825 -0.678
Br -1.140 -0.586 -6.633
C -0.925 -0.525 -4.766
C 0.162 0.118 -4.211
C 0.274 0.142 -2.832
N -0.610 -0.435 -2.008
C -1.660 -1.045 -2.574
C -1.859 -1.119 -3.938
H 0.910 0.595 -4.827
H 1.100 0.643 -2.358
H -2.385 -1.484 -1.911
H -2.728 -1.621 -4.338
*
```

The calculation puts the maximum force at 0.0138 hartree/bohr. As for the HOMO energy (alpha / beta): -7.840 / -7.698 eV. As for the frontier orbital gap (alpha / beta): 0.291 / 0.269 Ha. As for the LUMO energy (alpha / beta): 0.07 / -0.38 eV. The molecular weight is 471.16 g mol⁻¹.

---

A molecular structure, C19H15BrN3O6PtSe at a distorted geometry, computed with wB97M-V/def2-TZVPD.

```
! RIJCOSX wB97M-V def2-TZVPD def2/J DEFGRID3
* xyz 1 1
Pt 0.348 0.334 0.796
O 7.688 0.738 0.628
C 7.115 1.769 0.629
O 7.119 2.949 0.627
C 5.328 1.310 0.627
C 5.029 -0.029 0.645
C 3.679 -0.365 0.620
N 2.740 0.564 0.572
C 3.054 1.848 0.567
C 4.374 2.294 0.596
C 1.885 2.861 0.500
O 2.135 4.030 0.371
O 0.718 2.331 0.559
H 5.799 -0.784 0.670
H 3.354 -1.397 0.636
H 4.594 3.351 0.587
C -1.885 -2.183 -1.766
N -1.862 -0.958 -2.513
C -1.756 -0.828 -3.864
C -1.720 0.502 -4.149
N -1.806 1.176 -2.966
C -1.779 2.598 -2.760
C -1.880 0.275 -1.967
Se -2.117 0.665 -0.160
H -2.017 -3.019 -2.449
H -2.703 -2.175 -1.042
H -0.945 -2.308 -1.221
H -1.713 -1.673 -4.520
H -1.635 0.996 -5.095
H -1.665 3.106 -3.715
H -0.945 2.863 -2.105
H -2.706 2.931 -2.287
Br -6.014 -0.459 3.070
C -4.252 -1.098 2.754
C -3.163 -0.291 3.065
C -1.882 -0.740 2.783
C -1.714 -1.991 2.194
C -2.804 -2.812 1.939
C -4.083 -2.362 2.202
C -0.343 -2.505 1.766
O -0.096 -3.681 1.867
O 0.427 -1.618 1.248
H -3.311 0.679 3.516
H -1.024 -0.121 3.044
H -2.629 -3.789 1.515
H -4.940 -2.984 1.985
*
```

The calculation puts the maximum force at 0.0712 hartree/bohr. As for the HOMO energy (alpha / beta): -11.065 / -11.029 eV. As for the frontier orbital gap (alpha / beta): 0.082 / 0.081 Ha. As for the LUMO energy (alpha / beta): -8.82 / -8.83 eV. The molecular weight is 735.29 g mol⁻¹.